Formula: C14H27N3O2
Source: the Open Molecules 2025 dataset
Level of theory: ωB97M-V with the def2-TZVPD basis set

Values from the calculation:
**Lowest unoccupied orbital energy**: 0.6 eV
**Gap between HOMO and LUMO**: 0.3350 hartree
**E_HOMO**: -8.48 eV
**Multiplicity**: 1
**Relative energy (zero: lowest compared OMol25 entry of this formula, charge and spin)**: 16.0 kcal/mol
**SMILES**: O=C(NCCCN1CCOCC1)NC1CCCCC1

Last column: Löwdin charge in e.
Atoms and positions in Å:
O -1.20842 -1.69100 1.63756  0.063
O 5.93799 1.18808 0.68461  -0.133
N -0.41966 -1.69473 -0.49673  0.052
N -2.16026 -0.32058 0.09419  0.101
N 3.64074 0.07631 -0.52358  -0.184
C -3.27334 0.06615 0.93728  -0.320
C -1.26011 -1.26410 0.50298  -0.563
C 6.04289 0.24823 -0.35871  -0.200
C 1.94082 -1.62431 0.29804  -0.162
C 2.44393 -0.68652 -0.81031  -0.206
C 4.84973 -0.70985 -0.36607  -0.174
C -4.57126 -0.64742 0.53761  -0.144
C -5.31693 1.36325 -0.76329  -0.209
C 3.51939 1.00861 0.58208  -0.172
C -3.46456 1.58531 0.91587  -0.151
C 4.74384 1.92600 0.56954  -0.199
C -4.01063 2.07431 -0.42376  -0.206
C 0.75163 -2.47347 -0.16162  -0.196
C -5.10889 -0.14768 -0.80097  -0.204
H -2.98550 -0.25405 1.94461  0.143
H -4.38684 -1.72262 0.49391  0.118
H 2.64974 -1.27456 -1.71138  0.121
H 2.74375 -2.29813 0.60038  0.109
H -4.16617 1.85414 1.70750  0.117
H 1.63169 -1.04321 1.16803  0.112
H -5.69253 1.71289 -1.72745  0.107
H -2.51085 2.07021 1.13137  0.114
H 6.08928 0.76996 -1.32669  0.126
H 4.93852 -1.40136 -1.20638  0.126
H 2.61302 1.60303 0.45073  0.127
H 1.66352 0.04295 -1.05115  0.114
H -4.17664 3.15261 -0.37610  0.108
H 6.97547 -0.29312 -0.19056  0.124
H -5.31671 -0.46578 1.31392  0.119
H 4.72486 2.61158 1.41838  0.124
H 0.45418 -3.13972 0.65116  0.119
H -4.41134 -0.40102 -1.60349  0.106
H -2.26445 -0.15021 -0.89273  0.125
H 3.47289 0.49487 1.55684  0.127
H 4.85609 -1.28532 0.57528  0.124
H -3.27836 1.89180 -1.21383  0.105
H 4.75153 2.50140 -0.36871  0.126
H 1.02560 -3.07097 -1.03574  0.119
H -6.06533 1.60424 -0.00510  0.114
H -6.05399 -0.64767 -1.02273  0.109
H -0.35833 -1.13852 -1.33481  0.125

Formula: C14H27O3
Source: the Open Molecules 2025 dataset
Level of theory: ωB97M-V with the def2-TZVPD basis set

Values from the calculation:
**Lowest unoccupied orbital energy**: 2.6 eV
**Gap between HOMO and LUMO**: 0.2377 hartree
**E_HOMO**: -3.84 eV
**Multiplicity**: 1
**SMILES**: COCCCCCCCCCCCCC(=O)[O-]
**Total charge**: -1

Last column: Löwdin charge in e.
Atoms and positions in Å:
O 0.89661 4.96192 1.07325  -0.093
O 0.20468 -1.41944 3.06145  -0.194
O 2.37322 6.40192 0.12510  -0.120
C -0.95373 -3.53505 2.60580  -0.180
C 1.74385 5.30492 0.21357  -0.743
C -0.60146 -2.42794 3.61570  -0.233
C -0.26025 1.71959 -2.73643  -0.204
C 1.52589 -1.36724 3.55383  -0.094
C -0.01001 0.23939 -3.09897  -0.210
C -1.33674 -1.89355 0.66942  -0.189
C -2.05812 -2.02835 -0.67875  -0.204
C 1.01284 2.48627 -2.36370  -0.224
C -1.75315 -0.92120 -1.68143  -0.215
C -0.65390 -3.17729 1.16148  -0.205
C 2.04881 4.22994 -0.84976  -0.151
C 0.88853 3.26166 -1.05945  -0.236
C -0.26695 -0.64848 -1.88715  -0.221
H 2.30396 4.68581 -1.80298  0.093
H -0.05664 3.79501 -1.07004  0.111
H 1.83001 1.76934 -2.28309  0.101
H 1.30669 3.18986 -3.13566  0.101
H -1.89145 -3.00130 -1.12861  0.098
H -2.15218 -1.23508 -2.64496  0.104
H -0.62054 -0.07269 -3.93974  0.096
H -3.12384 -1.97515 -0.47396  0.100
H -2.06026 -1.59248 1.42239  0.111
H -1.98577 -3.84643 2.71415  0.105
H 0.28114 -1.58697 -1.93726  0.115
H 2.15442 -2.07023 3.00751  0.087
H 1.89677 -0.37035 3.35540  0.090
H 0.41361 -3.16791 0.98445  0.107
H -0.36442 -4.41492 2.85346  0.099
H -0.92165 1.73614 -1.87563  0.092
H 0.09670 -0.10922 -1.01933  0.102
H -0.60057 -1.10627 0.64624  0.092
H 1.57711 -1.52120 4.62793  0.081
H 2.91265 3.64453 -0.54350  0.104
H -2.28209 -0.01085 -1.42010  0.111
H 1.03942 0.15473 -3.35643  0.093
H -1.51220 -2.00945 4.03381  0.114
H 0.86647 2.58546 -0.21169  0.106
H -1.03089 -3.99798 0.55438  0.097
H -0.78881 2.23220 -3.53513  0.102
H -0.08777 -2.89167 4.45443  0.104